Entry one
Below is the ion C4H10NOS with charge -1, with properties calculated with ωB97M-V/def2-TZVPD.

```
! wB97M-V def2-TZVPD RIJCOSX def2/J DEFGRID3
* xyz -1 1
C 0.656 0.798 1.709
O 1.938 0.741 2.075
C 0.466 0.355 0.180
C -0.947 -0.242 0.023
C -1.248 -0.926 -1.291
S -1.236 0.245 -2.779
N 1.491 -0.570 -0.230
H 0.119 1.774 1.778
H 0.058 0.026 2.349
H 0.556 1.299 -0.424
H -1.594 0.560 0.423
H -1.106 -1.092 0.725
H -0.465 -1.697 -1.350
H -2.279 -1.257 -1.231
H -0.272 1.160 -2.330
H 1.573 -1.244 0.526
H 2.291 0.069 -0.154
*
```

Its HOMO energy is -2.62 eV. The LUMO energy is 3.23 eV. The SMILES is N[C@H](C[O-])CCS.

Table of natural (NBO) atomic charges, one value per atom, all in e: number 1, C, carries -0.009; number 2, O, carries -0.952; number 3, C, carries -0.084; number 4, C, carries -0.429; number 5, C, carries -0.472; number 6, S, carries -0.164; number 7, N, carries -0.874; number 8, H, carries 0.071; number 9, H, carries 0.045; number 10, H, carries 0.149; number 11, H, carries 0.207; number 12, H, carries 0.194; number 13, H, carries 0.233; number 14, H, carries 0.202; number 15, H, carries 0.145; number 16, H, carries 0.355; number 17, H, carries 0.382

Entry two
Below is a cluster of 3 separate species, C4H10NOS in total, with properties calculated with ωB97M-V/def2-TZVPD.

```
! wB97M-V def2-TZVPD RIJCOSX def2/J DEFGRID3
* xyz -1 1
C 0.724 0.391 1.767
N -0.559 0.405 1.489
C -1.063 0.503 0.048
O -0.003 -0.579 -2.527
C 1.867 -0.038 0.949
C 1.793 -0.670 -0.358
S -4.155 0.444 0.044
H 1.105 0.655 2.730
H 1.753 0.020 -1.258
H -0.340 0.775 -0.830
H -1.647 -0.499 0.092
H -1.805 1.366 -0.127
H -3.455 0.437 1.155
H 2.895 0.215 1.347
H 0.794 -1.116 -0.442
H 2.525 -1.412 -0.783
H -0.430 -0.896 -3.294
*
```

Its HOMO energy is -3.35 eV. The LUMO energy is 0.12 eV.

Table of natural (NBO) atomic charges, one value per atom, all in e: number 1, C, carries -0.088; number 2, N, carries -0.236; number 3, C, carries -0.519; number 4, O, carries -1.258; number 5, C, carries 0.033; number 6, C, carries -0.784; number 7, S, carries -0.762; number 8, H, carries 0.182; number 9, H, carries 0.354; number 10, H, carries 0.269; number 11, H, carries 0.285; number 12, H, carries 0.289; number 13, H, carries 0.079; number 14, H, carries 0.189; number 15, H, carries 0.307; number 16, H, carries 0.245; number 17, H, carries 0.414

Preferred: entry one; penalty for the next structure: 0.2081 hartree.

Entry one
Below is a cluster of 2 separate species, C4H5P in total, with properties calculated with ωB97M-V/def2-TZVPD.

```
! wB97M-V def2-TZVPD RIJCOSX def2/J DEFGRID3
* xyz 0 1
C -0.140 0.035 -1.205
C 0.667 -0.802 -0.487
C -0.727 0.965 -0.359
C 0.496 -0.618 1.053
P -0.683 0.832 1.310
H -0.325 -0.099 -2.249
H 1.041 -1.715 -0.914
H -1.588 3.532 -0.107
H -0.085 -1.537 1.247
H 1.345 -0.593 1.710
*
```

Its HOMO energy (spin up / spin down) is -8.44 / -8.61 eV. The LUMO energy (spin up / spin down) is -0.44 / -0.02 eV.

Table of natural (NBO) atomic charges, one value per atom, all in e: number 1, C, carries -0.373; number 2, C, carries -0.124; number 3, C, carries -0.266; number 4, C, carries -0.752; number 5, P, carries 0.546; number 6, H, carries 0.233; number 7, H, carries 0.210; number 8, H, carries 0.014; number 9, H, carries 0.261; number 10, H, carries 0.252

Entry two
Below is a cluster of 2 separate species, C4H5P in total, with properties calculated with ωB97M-V/def2-TZVPD.

```
! wB97M-V def2-TZVPD RIJCOSX def2/J DEFGRID3
* xyz 0 1
C 1.421 -0.274 -0.514
C 0.397 -0.338 0.276
C -2.411 0.515 -0.690
C 1.732 -0.430 0.949
P -2.158 0.231 0.900
H 1.924 -0.103 -1.357
H -3.441 0.837 -1.018
H -1.624 0.413 -1.384
H 2.127 -1.309 1.489
H 2.034 0.458 1.349
*
```

Its HOMO energy (spin up / spin down) is -8.48 / -8.48 eV. The LUMO energy (spin up / spin down) is -0.82 / -0.82 eV.

Table of natural (NBO) atomic charges, one value per atom, all in e: number 1, C, carries -0.292; number 2, C, carries -0.085; number 3, C, carries -0.881; number 4, C, carries -0.458; number 5, P, carries 0.695; number 6, H, carries 0.209; number 7, H, carries 0.233; number 8, H, carries 0.244; number 9, H, carries 0.176; number 10, H, carries 0.159

Preferred: entry one; penalty for the next structure: 0.0054 hartree.

Entry one
Below is a structure of composition CH6N2O2, with properties calculated with ωB97M-V/def2-TZVPD.

```
! wB97M-V def2-TZVPD RIJCOSX def2/J DEFGRID3
* xyz 0 1
C 1.390 -0.606 -0.112
N 0.523 -1.245 0.647
N -2.046 1.007 -0.575
O -0.932 0.647 0.133
O 2.338 0.132 0.545
H 1.961 0.354 1.410
H -0.052 -1.860 0.064
H -2.308 1.961 -0.333
H -2.822 0.373 -0.392
H 1.800 -1.044 -1.034
H 0.147 0.281 -0.352
*
```

Its HOMO energy (spin up / spin down) is -8.52 / -8.52 eV. The LUMO energy (spin up / spin down) is -0.03 / -0.03 eV.

Table of natural (NBO) atomic charges, one value per atom, all in e: number 1, C, carries 0.210; number 2, N, carries -0.552; number 3, N, carries -0.529; number 4, O, carries -0.589; number 5, O, carries -0.666; number 6, H, carries 0.493; number 7, H, carries 0.351; number 8, H, carries 0.329; number 9, H, carries 0.332; number 10, H, carries 0.200; number 11, H, carries 0.420

Entry two
Below is a cluster of 2 separate species, CH6N2O2 in total, with properties calculated with ωB97M-V/def2-TZVPD.

```
! wB97M-V def2-TZVPD RIJCOSX def2/J DEFGRID3
* xyz 0 1
N -0.912 0.082 0.667
C 0.417 0.372 0.843
O 0.970 1.051 -0.215
O 1.067 0.119 1.818
H -1.241 -0.614 1.319
H -1.212 -0.080 -0.290
H 0.282 1.556 -0.666
N -1.039 -1.234 -2.177
H -1.050 -2.238 -2.324
H -0.076 -0.946 -2.330
H -1.580 -0.836 -2.938
*
```

Its HOMO energy is -10.27 eV. The LUMO energy is 0.48 eV. The SMILES is NC(=O)O.N.

Table of natural (NBO) atomic charges, one value per atom, all in e: number 1, N, carries -0.872; number 2, C, carries 0.877; number 3, O, carries -0.705; number 4, O, carries -0.604; number 5, H, carries 0.398; number 6, H, carries 0.414; number 7, H, carries 0.479; number 8, N, carries -1.087; number 9, H, carries 0.369; number 10, H, carries 0.368; number 11, H, carries 0.363

Entry three
Below is a cluster of 3 separate species, CH6N2O2 in total, with properties calculated with ωB97M-V/def2-TZVPD.

```
! wB97M-V def2-TZVPD RIJCOSX def2/J DEFGRID3
* xyz 0 1
C -1.432 0.153 -0.544
N -0.257 -0.274 -0.901
N 1.239 0.031 1.293
O -0.017 -0.790 -2.185
O -2.508 0.399 -0.966
H -1.078 0.460 1.465
H 0.619 -0.195 -0.156
H 1.911 0.827 1.545
H 0.252 0.343 1.445
H 1.621 -0.747 1.846
H -0.351 -0.206 -2.841
*
```

Its HOMO energy (spin up / spin down) is -8.85 / -8.85 eV. The LUMO energy (spin up / spin down) is -0.11 / -0.11 eV.

Table of natural (NBO) atomic charges, one value per atom, all in e: number 1, C, carries 0.773; number 2, N, carries -0.418; number 3, N, carries -1.118; number 4, O, carries -0.529; number 5, O, carries -0.522; number 6, H, carries -0.252; number 7, H, carries 0.459; number 8, H, carries 0.381; number 9, H, carries 0.366; number 10, H, carries 0.389; number 11, H, carries 0.472

Preferred: entry two; penalty for the next structure: 0.2047 hartree.